One molecule with the formula C6H8S2 at a distorted geometry. Source: the OMol25 dataset; level of theory: ωB97M-V/def2-TZVPD.

XYZ file:
```
16
Properties=species:S:1:pos:R:3:lowdin_charge:R:1
C 2.058 -0.781 0.638 0.0197
C 1.015 -0.614 -0.243 -0.6407
C -0.082 -1.750 -0.546 -0.4883
S -1.562 -0.837 -1.047 0.7999
C -1.874 0.184 0.361 -0.4050
C -1.243 1.372 0.274 -0.2626
C -0.047 1.828 -0.363 -0.4564
S 0.960 0.714 -1.449 0.8455
H 2.736 -0.072 0.778 -0.0011
H 2.093 -1.754 1.162 0.0758
H 0.248 -2.418 -1.402 0.0885
H -0.219 -2.386 0.402 0.0963
H -2.756 -0.026 0.966 0.0680
H -1.704 1.888 1.100 0.1007
H 0.675 2.067 0.437 0.0947
H -0.297 2.585 -1.067 0.0650
```

The spin multiplicity is 1. For the highest occupied orbital energy, the calculation gives -7.905 eV. The value obtained for the relative energy (zero: lowest compared OMol25 entry of this formula, charge and spin) is 64.3 kcal/mol. Its total energy is -1029.68865 hartree. The gap between HOMO and LUMO comes out at 8.6 eV.

=====

C6H9AuMgO5 as an isolated structure at a distorted geometry. Source: the OMol25 dataset; level of theory: ωB97M-V/def2-TZVPD.

XYZ file:
```
22
Properties=species:S:1:pos:R:3:lowdin_spin:R:1
O 0.307 -2.597 0.667 0.3299
C -0.799 -2.430 -0.153 0.1206
C -0.391 -1.932 -1.510 0.0413
O 0.726 -1.076 -1.472 0.2540
Mg 1.361 -0.992 0.436 0.0157
H -1.423 -3.338 -0.245 0.0105
H -0.118 -2.785 -2.155 0.0139
O -0.471 1.669 -1.425 0.2278
C -1.434 1.108 -0.694 0.1015
C -1.261 0.707 0.636 0.2095
O 0.054 0.546 1.127 0.0382
C 0.822 1.729 1.439 0.1053
C 2.231 1.416 1.069 0.5530
O 2.396 0.744 -0.083 0.2321
Au 1.144 0.717 -1.596 0.5986
H -2.464 1.433 -0.918 0.0011
H -1.975 0.990 1.410 0.0041
H 0.717 1.977 2.505 0.0060
H 0.392 2.551 0.838 0.0251
H 3.066 1.984 1.488 0.0284
H -1.545 -1.389 0.333 0.0750
H -1.333 -1.034 -1.699 0.0082
```

The spin multiplicity is 4. Its charge is +1. Its expectation value of S² is 3.774. For the highest occupied orbital energy (spin up / spin down), the calculation gives -11.369 / -12.868 eV. The value obtained for the relative energy (zero: lowest compared OMol25 entry of this formula, charge and spin) is 75.3 kcal/mol. Its total energy is -945.43572 hartree. The gap between HOMO and LUMO (spin up / spin down) comes out at 7.6 / 5.7 eV.

=====

A 2-piece molecular cluster, C6H9B overall at a distorted geometry. Source: the OMol25 dataset; level of theory: ωB97M-V/def2-TZVPD.

XYZ file:
```
16
Properties=species:S:1:pos:R:3:lowdin_charge:R:1
B 0.915 0.386 -0.537 -0.3764
C -1.603 0.148 -0.419 -0.0664
C -0.356 0.163 -1.341 -0.1131
C -1.447 -0.544 0.693 -0.1123
C 0.386 -0.956 -0.712 -0.2484
C -0.182 -1.449 0.542 -0.1167
C 1.386 1.411 0.362 -0.0002
H 0.640 -0.764 1.705 0.2022
H -2.401 0.863 -0.479 0.0946
H -0.493 0.253 -2.397 0.1137
H -2.174 -0.474 1.555 0.1215
H 0.912 -1.651 -1.511 0.1853
H -0.315 -2.533 0.663 0.0971
H 2.403 1.621 0.072 0.0841
H 1.428 1.179 1.424 0.0683
H 0.900 2.348 0.380 0.0668
```

The spin multiplicity is 1. For the highest occupied orbital energy, the calculation gives -8.096 eV. The value obtained for the relative energy (zero: lowest compared OMol25 entry of this formula, charge and spin) is 81.4 kcal/mol. Its total energy is -258.68956 hartree. The gap between HOMO and LUMO comes out at 8.6 eV.

=====

A 2-piece molecular cluster, C6H9Br overall at a distorted geometry. Source: the OMol25 dataset; level of theory: ωB97M-V/def2-TZVPD.

XYZ file:
```
16
Properties=species:S:1:pos:R:3:lowdin_charge:R:1
C 1.328 2.175 -0.207 -0.1447
C 1.438 0.938 -0.599 -0.5980
Br 2.880 -0.106 0.253 0.6174
H 2.180 2.635 0.455 0.0963
H 0.541 2.742 -0.710 0.0608
H 0.827 0.392 -1.289 0.0429
C 0.471 -2.601 -0.258 -0.1261
C -0.363 -1.467 -0.070 -0.1457
C -0.945 -0.531 0.429 -0.0643
C -1.584 0.747 0.767 -0.0974
H -0.191 -3.539 -0.368 0.1235
H 0.917 -2.858 0.627 0.0485
H 1.120 -2.332 -0.975 0.0184
H -1.113 1.693 0.418 0.0652
H -1.808 0.969 1.761 0.0548
H -2.513 0.870 0.322 0.0486
```

The spin multiplicity is 1. For the highest occupied orbital energy, the calculation gives -9.349 eV. The value obtained for the relative energy (zero: lowest compared OMol25 entry of this formula, charge and spin) is 70.6 kcal/mol. Its total energy is -2807.89226 hartree. The gap between HOMO and LUMO comes out at 10.2 eV.

=====

Question: Look up the spin multiplicity of the fourth one.
Answer: 1